{
  "formula": "C20H13Co2NO8",
  "method": "the ωB97M-V functional and the def2-TZVPD basis",
  "total_charge": -2,
  "orbital_gap_ev": 4.864,
  "species": ["C", "C", "O", "C", "C", "C", "N", "O", "H", "H", "H", "H", "H", "H", "O", "C", "Co", "C", "O", "C", "O", "C", "C", "C", "C", "C", "C", "C", "C", "C", "Co", "C", "O", "C", "O", "C", "O", "H", "H", "H", "H", "H", "H", "H"],
  "positions_angstrom": [[-3.63318, -0.51283, 0.97048], [-2.32668, 0.19071, 0.77680], [-1.40015, -0.09567, 1.85032], [-0.31655, 0.72078, 1.66115], [0.82812, 0.52212, 2.55114], [1.99758, 0.49984, 1.83152], [2.99559, 0.38415, 1.20428], [-0.31824, 1.53254, 0.74195], [-4.14545, -0.45153, 0.00744], [-3.53700, -1.56882, 1.21656], [-4.24559, 0.02344, 1.69983], [-1.86322, -0.08892, -0.18500], [-2.50502, 1.26828, 0.76397], [0.69116, -0.06324, 3.47819], [6.52408, 1.23203, 4.53923], [5.37083, 1.11129, 4.50074], [3.63975, 0.95015, 4.34027], [3.08072, 2.37600, 3.44936], [2.84656, 3.19430, 2.66710], [3.00374, -0.65286, 3.91704], [2.70742, -1.75728, 3.67927], [1.28745, 0.20827, 6.66618], [2.35547, -0.49142, 7.34424], [2.40307, -1.92291, 7.34063], [3.41287, -2.59283, 8.03486], [4.40399, -1.88988, 8.73901], [4.32937, -0.48777, 8.78887], [3.36529, 0.21264, 8.06332], [0.99161, 1.18491, 5.78388], [1.36704, 2.33418, 5.10363], [-0.40024, 0.03866, 6.04386], [-0.48352, -1.53147, 5.17278], [-0.62046, -2.56175, 4.67029], [-1.51443, 1.05953, 5.12565], [-2.20666, 1.86118, 4.65404], [-1.42284, 0.03271, 7.43872], [-2.16030, 0.12300, 8.32304], [1.62798, -2.47664, 6.78758], [3.41124, -3.68067, 8.06352], [5.21493, -2.39701, 9.25397], [5.01838, 0.04940, 9.43741], [3.33828, 1.31561, 8.02882], [0.55968, 2.91043, 4.64197], [2.14439, 2.92627, 5.62698]]
}


{
  "formula": "C8H17CuI2N2NbO4PS",
  "method": "the ωB97M-V functional and the def2-TZVPD basis",
  "de_lowest_ev": 0.000,
  "total_charge": 0,
  "orbital_gap_ev": 6.186,
  "species": ["C", "O", "C", "C", "C", "Nb", "O", "I", "C", "C", "S", "C", "N", "N", "C", "O", "P", "O", "I", "H", "H", "H", "H", "H", "H", "H", "H", "H", "H", "H", "H", "H", "H", "H", "H", "H", "Cu"],
  "positions_angstrom": [[4.35495, 2.13841, -0.22491], [3.34037, 1.22467, 0.09411], [3.83203, -0.03221, 0.50132], [2.82579, -0.75292, 1.36676], [1.63651, -1.39367, 0.61484], [-0.14253, -0.11664, 0.14605], [-1.76759, 0.90586, -0.42462], [-0.26902, 1.06727, 2.63989], [-1.47988, -1.89924, 0.70451], [-2.98069, -1.68521, 0.54631], [-3.72672, -0.60566, 1.79949], [-4.48821, 0.62855, 0.85946], [-5.39542, 0.54149, -0.05384], [-5.65842, 1.82206, -0.45126], [-4.92057, 2.60926, 0.24284], [-4.12915, 1.90704, 1.07725], [-0.17390, -1.17995, -2.23427], [1.40811, -1.22570, -2.81533], [-1.43357, 0.32680, -3.68441], [3.88401, 3.11420, -0.30421], [4.80262, 1.92536, -1.19816], [5.10902, 2.20946, 0.55978], [4.18181, -0.65377, -0.33065], [4.70763, 0.15381, 1.13426], [3.38947, -1.57205, 1.81989], [2.54096, -0.09861, 2.18476], [1.30488, -2.28453, 1.14835], [2.04329, -1.73328, -0.34404], [0.86989, 1.17188, -0.66617], [-1.75433, 1.74394, 0.05473], [-1.24516, -2.72456, 0.02700], [-1.20133, -2.24968, 1.69579], [-3.48172, -2.64274, 0.67830], [-3.24562, -1.36473, -0.45425], [-4.91555, 3.67763, 0.19872], [1.83910, -0.35628, -2.81311], [0.33898, -2.59624, -4.09522]]
}


{
  "formula": "C4H7FN2",
  "method": "the ωB97M-V functional and the def2-TZVPD basis",
  "de_lowest_ev": 0.838,
  "total_charge": 0,
  "smiles": "[H]/N=C/C(C)=N/CF",
  "orbital_gap_ev": 10.451,
  "species": ["H", "N", "C", "C", "C", "N", "C", "F", "H", "H", "H", "H", "H", "H"],
  "positions_angstrom": [[-3.07605, 1.72558, 0.78213], [-2.14757, 1.53452, 0.41244], [-1.68130, 0.40847, 0.72045], [-0.34305, -0.02719, 0.26492], [0.39308, 0.85895, -0.68373], [-0.02994, -1.13840, 0.76405], [1.25572, -1.97219, 0.52779], [1.22453, -2.99605, 1.40055], [-2.17870, -0.34942, 1.33615], [0.08887, 0.61711, -1.70142], [1.46998, 0.73479, -0.60042], [0.10572, 1.88907, -0.48904], [1.23608, -2.36985, -0.49078], [2.14981, -1.37056, 0.71606]]
}